[1]
The following is a DFT calculation (wB97M-V/def2-TZVPD) of a molecular structure, C28H16Br4IrO2P.

Computed properties:
- HOMO-LUMO gap: 6.54 eV
- 2S+1: 1
- Net charge: 0
- E: -11968.82674 Ha

Last column: Löwdin charge in e.
Atoms and positions in Å:
C (-0.84, -2.08, -2.96)  -0.08
Ir (1.73, 1.08, 0.39)  1.24
O (0.91, 2.93, 0.05)  -0.29
C (-2.59, -0.25, 1.56)  -0.09
C (-1.94, 0.07, -2.98)  -0.08
H (4.70, 0.27, 0.98)  0.09
C (-3.65, 0.25, 2.30)  -0.07
C (-0.18, 3.09, -3.92)  -0.76
C (-0.62, 4.10, -3.06)  -0.75
C (4.09, -0.55, 1.33)  -0.11
C (0.64, 2.07, -3.43)  -0.65
H (4.52, -3.53, 2.94)  0.11
C (4.02, -2.71, 2.43)  -0.03
C (1.99, -1.69, 1.57)  -0.21
H (-2.53, 0.81, -3.49)  0.11
C (0.47, -3.88, 2.43)  -0.07
C (0.59, -1.73, 1.37)  -0.29
H (-1.97, -1.32, -4.62)  0.11
H (-2.72, -1.17, 1.00)  0.10
C (2.62, -2.77, 2.22)  -0.17
H (-1.72, 1.25, -1.20)  0.12
C (-1.39, 0.45, 1.51)  -0.32
H (-0.59, -3.01, -3.46)  0.11
Br (1.28, 0.66, -4.49)  0.83
O (1.77, 1.10, -1.55)  -0.26
C (-0.70, -0.64, -1.04)  -0.33
C (-0.16, -2.80, 1.78)  -0.06
C (0.55, 3.06, -1.22)  -0.45
C (-2.33, 2.16, 2.91)  -0.06
C (4.73, -1.63, 2.00)  -0.08
H (-4.35, 1.84, 3.55)  0.11
Br (-1.74, 5.47, -3.70)  0.72
Br (-0.82, 5.38, -0.48)  0.77
H (-0.35, 2.24, 2.08)  0.08
H (0.26, -2.56, -1.18)  0.11
H (-1.23, -2.82, 1.62)  0.10
H (-0.12, -4.72, 2.76)  0.11
C (-1.62, -1.13, -3.61)  -0.09
C (-1.48, 0.31, -1.69)  -0.08
H (-4.59, -0.30, 2.34)  0.11
C (0.99, 2.06, -2.09)  -0.42
C (1.82, -3.86, 2.65)  -0.02
H (-2.23, 3.11, 3.41)  0.11
C (-0.25, 4.08, -1.71)  -0.65
C (-1.26, 1.66, 2.17)  -0.08
C (2.74, -0.55, 1.10)  -0.27
P (-0.01, -0.24, 0.56)  0.97
C (-3.52, 1.45, 2.98)  -0.07
H (2.31, -4.69, 3.15)  0.12
Br (-0.69, 3.07, -5.73)  0.71
H (5.80, -1.59, 2.16)  0.10
C (-0.37, -1.83, -1.68)  -0.06

---

[2]
The following is a DFT calculation (wB97M-V/def2-TZVPD) of a molecular structure, C28H16ClF17N5O7SeTc.

Computed properties:
- Energy above the lowest of the compared OMol25 structures with the same formula, charge and spin: 34.28 kcal/mol
- HOMO-LUMO gap (spin up / spin down): 5.55 / 5.55 eV
- 2S+1: 1
- Net charge: 0
- E: -6517.08849 Ha

Last column: Löwdin charge in e.
Atoms and positions in Å:
C (-0.94, 0.12, 3.89)  -0.24
F (2.35, -0.40, 3.04)  0.18
C (-2.02, -2.23, 0.03)  -0.53
O (-3.28, -1.84, 0.19)  -0.14
H (0.99, -0.28, -7.98)  0.08
N (-2.71, -5.37, -1.24)  0.19
C (-2.15, 1.01, -2.62)  -0.52
F (-2.50, 1.50, -3.82)  0.16
F (-0.06, 3.10, -3.47)  0.15
H (1.11, 1.42, -7.52)  0.09
C (1.63, -0.88, -5.47)  -0.02
C (-1.76, 1.22, 4.19)  -0.16
N (-1.81, -3.40, -0.55)  0.18
F (3.61, -2.09, 2.60)  0.15
C (-2.73, -4.03, -1.25)  -0.46
H (-3.41, -5.92, -1.68)  0.11
C (0.72, 0.10, -5.88)  -0.25
H (-2.12, -5.79, -0.54)  0.12
N (-3.58, -3.40, -2.08)  0.22
C (1.77, -1.23, -4.15)  0.01
H (0.21, -2.98, -2.94)  0.13
F (0.12, -1.79, 4.81)  0.12
C (-0.65, -0.71, 4.99)  -0.13
F (-2.99, 2.56, 5.68)  0.13
F (4.31, 0.27, 1.12)  0.19
C (1.86, -4.66, -0.51)  -0.21
H (2.49, -1.97, -3.84)  0.12
F (-2.57, -0.28, -2.58)  0.14
F (-0.84, 3.28, -1.48)  0.12
C (1.94, -2.28, -0.10)  -0.03
O (-5.15, -0.03, 0.78)  -0.36
C (-0.61, 1.03, -2.38)  -0.24
Cl (-0.13, 2.28, 1.13)  0.32
H (1.93, -6.79, -0.81)  0.08
C (1.00, -0.58, -3.17)  -0.19
Tc (-0.42, 0.18, 0.79)  1.50
F (-2.36, 0.89, 7.74)  0.12
F (1.46, -2.33, 2.58)  0.15
F (1.15, 2.49, -1.78)  0.17
N (1.18, -0.79, -1.83)  0.22
H (0.74, -5.28, -2.24)  0.12
C (3.79, -0.64, 0.31)  -0.54
C (2.45, -1.48, 2.27)  -0.55
O (-3.52, -0.92, 2.72)  -0.35
F (-2.84, 1.68, -1.70)  0.18
C (-0.03, 0.74, -4.91)  0.03
F (4.64, -1.69, 0.27)  0.15
H (-3.64, -2.40, -2.04)  0.10
F (3.75, -0.12, -0.93)  0.17
H (-4.29, -3.90, -2.59)  0.12
C (0.78, -3.16, -2.04)  0.01
N (-1.04, -1.48, 0.47)  -0.03
F (-2.11, 2.08, 3.24)  0.06
H (1.78, -6.27, 0.88)  0.10
C (-1.91, 0.64, 6.51)  -0.14
C (2.27, -3.57, 0.25)  0.04
F (-0.81, -1.30, 7.26)  0.12
C (0.58, 0.48, -7.33)  -0.04
C (0.11, 0.41, -3.57)  -0.05
O (1.54, -0.01, 0.57)  -0.28
O (-2.55, 0.66, 0.72)  -0.53
H (2.86, -3.75, 1.14)  0.13
O (-0.40, -0.17, 2.72)  -0.25
H (2.24, -1.38, -6.21)  0.12
H (3.32, -6.11, 0.06)  0.09
C (-2.23, 1.48, 5.46)  -0.14
C (1.09, -4.44, -1.65)  -0.03
C (-0.09, 2.51, -2.26)  -0.56
H (-0.72, 1.51, -5.21)  0.12
C (2.24, -6.04, -0.08)  -0.03
C (2.37, -1.09, 0.76)  -0.31
H (-0.47, 0.63, -7.59)  0.08
O (-0.33, 0.27, -1.26)  -0.21
C (-1.12, -0.47, 6.26)  -0.14
C (1.25, -2.04, -1.31)  -0.21
Se (-3.69, -0.36, 1.26)  0.97

---

[3]
The following is a DFT calculation (wB97M-V/def2-TZVPD) of a molecular structure, C28H17AlBrF11N3OSb.

Computed properties:
- ⟨S²⟩: 0.784
- Energy above the lowest of the compared OMol25 structures with the same formula, charge and spin: 0.00 kcal/mol
- HOMO-LUMO gap (spin up / spin down): 7.21 / 4.63 eV
- 2S+1: 2
- Net charge: +1
- E: -5471.99153 Ha

Last column: Löwdin charge in e.
Atoms and positions in Å:
F (4.93, 3.10, -0.80)  -0.30
C (-3.08, -1.91, 3.63)  -0.68
C (-1.11, 3.49, 1.11)  0.04
C (3.54, -4.67, -0.61)  -0.12
O (0.36, -0.96, 1.62)  0.01
Sb (3.59, 1.91, -0.33)  1.57
C (-3.46, 3.39, 1.59)  -0.01
F (1.88, 0.67, 0.29)  -0.15
C (1.82, -0.71, -2.92)  -0.05
C (-3.16, -1.40, 2.36)  -0.08
C (-0.68, -1.80, 3.57)  0.02
H (-4.07, 1.96, 3.07)  0.13
H (0.73, 0.79, -5.75)  0.13
C (-1.99, -1.06, 1.66)  -0.15
C (-2.41, 1.13, -2.02)  0.00
C (-0.22, 0.24, -2.53)  -0.12
Al (0.88, -0.69, -0.03)  0.11
C (1.45, -3.51, -0.47)  -0.21
C (0.75, 0.43, -4.73)  0.04
C (-2.38, 3.94, 0.89)  -0.03
C (-0.72, -1.27, 2.26)  -0.29
H (-1.59, 1.77, -5.25)  0.12
C (-1.97, 1.92, 2.77)  0.02
C (1.81, -0.30, -4.26)  0.01
C (-1.50, 1.41, -4.24)  0.00
F (5.54, -3.44, -0.31)  0.13
H (2.65, -1.28, -2.54)  0.12
C (3.46, -2.32, -0.16)  -0.21
Br (-4.67, -2.36, 4.56)  0.76
H (-3.39, 2.16, -3.62)  0.11
C (-2.09, -0.50, 0.36)  0.00
H (1.17, 2.51, 1.88)  0.10
H (-2.56, 4.74, 0.18)  0.12
N (-1.08, -0.17, -0.39)  0.12
H (-3.21, 1.34, -1.33)  0.11
F (4.03, 0.70, -1.72)  -0.31
F (4.09, -1.15, 0.05)  0.04
H (-4.13, -1.26, 1.89)  0.12
H (-0.27, 3.88, 0.56)  0.13
C (2.15, -4.69, -0.67)  -0.14
F (4.23, -5.79, -0.79)  0.14
N (0.38, 2.06, 2.32)  0.30
H (-1.79, 1.17, 3.52)  0.13
F (0.10, -3.46, -0.54)  0.07
H (0.28, -1.95, 4.04)  0.13
H (-3.10, -0.33, -0.02)  0.14
H (-4.46, 3.76, 1.41)  0.12
C (-2.50, 1.62, -3.33)  -0.05
C (-0.33, 0.72, -3.87)  -0.12
H (0.56, 1.37, 3.03)  0.15
C (-3.24, 2.38, 2.52)  -0.03
F (1.51, -5.84, -0.91)  0.13
H (-1.80, -2.48, 5.26)  0.11
H (2.64, -0.56, -4.90)  0.12
C (4.21, -3.47, -0.35)  -0.13
C (-0.87, 2.48, 2.08)  -0.24
C (-1.30, 0.42, -1.63)  -0.17
F (2.76, 3.12, 0.91)  -0.36
F (2.15, 2.45, -1.49)  -0.35
F (4.38, 1.12, 1.19)  -0.30
C (2.08, -2.30, -0.23)  -0.02
N (0.85, -0.44, -2.08)  0.11
C (-1.83, -2.10, 4.25)  -0.09

---

[4]
The following is a DFT calculation (wB97M-V/def2-TZVPD) of a molecular structure, C28H17ClF10N5O4Ta.

Computed properties:
- HOMO-LUMO gap: 6.72 eV
- 2S+1: 1
- Net charge: +2
- E: -3167.26490 Ha

Last column: Löwdin charge in e.
Atoms and positions in Å:
C (0.51, -2.91, -0.30)  -0.15
C (-1.72, 0.11, -0.85)  -0.06
Ta (1.14, 0.03, 1.12)  2.02
C (-1.75, -2.89, 0.42)  -0.15
H (3.15, -0.99, 3.42)  0.10
H (-1.50, -0.96, 3.03)  0.12
H (-0.72, 2.75, 3.20)  0.15
C (-1.11, -4.16, -1.52)  -0.12
C (0.52, -1.22, 3.85)  -0.13
F (-3.23, 4.36, -0.59)  0.18
F (1.14, -4.12, -2.21)  0.17
H (-0.92, -2.61, 3.10)  0.15
N (-0.04, -1.49, 1.55)  -0.15
C (-0.50, 1.71, 2.99)  -0.15
Cl (0.44, 0.10, -4.94)  0.98
C (2.40, 0.04, -3.04)  0.00
H (4.86, 0.02, -2.64)  0.08
H (3.23, 0.79, 3.45)  0.10
F (1.77, -2.45, -0.13)  0.07
C (3.49, 0.00, -0.69)  -0.42
H (0.20, -1.05, 4.88)  0.15
C (1.04, 0.03, -3.38)  -0.51
C (-1.66, 3.06, 0.54)  -0.15
H (-1.63, -0.61, -4.16)  0.05
C (-0.62, -1.58, 2.92)  -0.15
F (-2.70, -2.44, 1.24)  0.13
H (-4.99, -0.37, -1.57)  0.13
F (-1.36, 5.15, -2.38)  0.19
O (4.77, 0.06, -3.61)  0.18
C (-3.36, -0.51, -2.96)  -0.03
C (2.38, 0.03, -1.67)  -0.14
C (-1.99, -0.42, -3.17)  -0.03
N (1.12, 0.02, -1.16)  0.00
C (-1.03, 4.33, -1.40)  -0.11
H (-1.42, 1.14, 3.14)  0.12
F (-3.34, -4.11, -0.78)  0.17
C (-3.08, 0.01, -0.65)  -0.05
C (3.53, 0.07, -4.06)  -0.47
H (1.42, 2.02, 3.85)  0.14
C (0.21, -3.74, -1.36)  -0.13
H (0.35, 1.11, 4.92)  0.15
N (0.02, 1.58, 1.61)  -0.16
F (-2.61, 2.63, 1.38)  0.13
F (1.19, 4.21, -2.16)  0.17
C (2.68, -0.08, 3.81)  -0.03
C (-1.99, 3.93, -0.48)  -0.12
O (2.95, 0.01, 0.57)  -0.19
F (-1.44, -4.94, -2.52)  0.18
H (-3.49, 0.18, 0.34)  0.12
C (-0.36, 2.58, 0.68)  -0.18
H (1.24, -2.05, 3.85)  0.14
H (-1.12, 0.36, 0.01)  0.04
F (1.82, 2.50, -0.12)  0.07
H (-3.99, -0.76, -3.80)  0.13
C (0.65, 1.26, 3.88)  -0.13
C (0.27, 3.86, -1.29)  -0.13
C (-1.15, -0.10, -2.10)  -0.15
C (-3.92, -0.29, -1.71)  -0.03
C (0.57, 3.00, -0.25)  -0.15
O (4.66, -0.03, -0.87)  0.23
N (1.26, -0.01, 3.35)  -0.33
N (0.29, 0.00, -2.25)  0.02
C (-0.44, -2.46, 0.60)  -0.17
H (2.71, -0.10, 4.90)  0.12
C (-2.08, -3.73, -0.62)  -0.12
O (3.27, 0.11, -5.22)  0.13